# C15H22MgN2OP

C15H22MgN2OP as an isolated structure at a distorted geometry (ωB97M-V/def2-TZVPD, OMol25).

Geometry (Å):
C -4.289 2.189 -2.646
C -4.272 3.621 -2.874
C -4.302 4.316 -1.615
C -4.371 3.308 -0.598
C -4.328 1.999 -1.209
Mg -2.602 0.006 -2.029
P -1.588 -0.973 -4.212
H -4.382 1.350 -3.384
H -4.194 4.103 -3.841
H -4.234 5.401 -1.474
H -4.523 1.021 -0.712
H -4.371 3.472 0.475
H -0.190 -1.087 -4.517
H -2.035 -0.785 -5.563
H -1.818 -2.398 -4.183
C 4.858 0.763 1.281
C 4.089 -0.120 2.234
N 2.816 -0.683 1.755
C 2.954 -2.046 1.157
C 3.159 -3.094 2.236
C 1.776 0.195 1.548
O 1.901 1.391 1.808
C 0.450 -0.377 1.137
C -0.079 -1.516 1.759
C -1.354 -1.947 1.384
C -2.094 -1.235 0.431
N -1.530 -0.149 -0.189
C -0.327 0.338 0.218
H 5.037 0.257 0.328
H 5.830 1.004 1.729
H 4.306 1.687 1.089
H 4.707 -0.963 2.533
H 3.878 0.452 3.135
H 2.075 -2.274 0.538
H 3.847 -1.998 0.503
H 2.408 -3.019 3.031
H 3.049 -4.068 1.758
H 4.156 -3.024 2.686
H 0.489 -2.058 2.517
H -1.788 -2.840 1.828
H -3.134 -1.500 0.160
H 0.021 1.283 -0.213

ΔE to the lowest compared entry with this formula, charge and spin in kcal/mol: 0.00
Multiplicity: 1
LUMO level (spin up / spin down) in hartree: 0.090 / 0.098
Charge: -1
F_max in eV Å⁻¹: 2.5